# 1
{"formula": "C9H31AsF6O6", "method": "ωB97M-V/def2-TZVPD", "symbols": ["O", "H", "H", "H", "As", "F", "F", "F", "F", "F", "F", "C", "C", "C", "O", "H", "H", "H", "H", "H", "H", "H", "H", "C", "C", "C", "O", "H", "H", "H", "H", "H", "H", "H", "H", "C", "O", "H", "H", "H", "H", "C", "O", "H", "H", "H", "H", "C", "O", "H", "H", "H", "H"], "coordinates": [[0.236, 0.733, 0.539], [0.549, 1.537, 0.117], [0.638, 0.640, 1.406], [0.383, -0.027, -0.029], [2.747, -3.839, -1.423], [1.547, -2.479, -1.335], [3.810, -2.799, -0.387], [3.995, -5.140, -1.313], [1.642, -4.837, -2.444], [3.418, -3.101, -2.902], [2.034, -4.461, 0.125], [3.312, 1.842, -3.354], [3.470, 2.134, -1.852], [4.791, 2.785, -1.563], [2.463, 2.971, -1.301], [2.414, 1.259, -3.561], [4.113, 1.180, -3.680], [3.294, 2.721, -3.998], [3.438, 1.160, -1.364], [4.945, 3.699, -2.137], [5.592, 2.098, -1.835], [4.902, 3.043, -0.510], [2.531, 3.820, -1.743], [-2.570, -4.359, 2.663], [-2.858, -3.212, 1.681], [-4.383, -3.145, 1.461], [-2.414, -2.030, 2.279], [-1.497, -4.353, 2.851], [-2.733, -5.354, 2.248], [-3.089, -4.306, 3.620], [-2.355, -3.291, 0.717], [-4.606, -2.252, 0.876], [-4.947, -3.057, 2.390], [-4.852, -3.897, 0.826], [-2.782, -1.939, 3.161], [-3.424, 0.821, -1.982], [-2.308, 1.428, -2.458], [-3.158, 0.230, -1.106], [-4.244, 1.495, -1.736], [-3.781, 0.221, -2.820], [-2.401, 1.740, -3.361], [1.719, -0.591, 4.346], [2.103, 0.491, 3.528], [2.281, -0.522, 5.277], [0.650, -0.551, 4.558], [1.997, -1.523, 3.855], [3.034, 0.690, 3.650], [-3.111, 5.256, -0.606], [-3.635, 6.289, 0.141], [-3.851, 4.829, -1.284], [-2.256, 5.498, -1.238], [-2.723, 4.504, 0.081], [-4.070, 5.951, 0.927]], "atomic_forces_ev_per_a": [[-0.823, 0.341, 0.022], [0.434, 0.970, -0.697], [0.689, -0.389, 1.200], [0.263, -1.145, -0.608], [0.397, -0.286, 1.097], [0.460, -0.803, -0.216], [-0.767, -0.740, -1.092], [-1.502, 1.487, -0.566], [1.237, 1.154, 1.358], [-0.442, -0.772, 1.354], [0.393, 0.447, -1.728], [-0.332, -0.434, 0.203], [0.578, 0.025, -0.921], [0.922, -0.220, 0.076], [-1.042, -0.500, 0.217], [-0.236, 0.157, 0.151], [0.228, 0.180, 0.044], [0.116, 0.199, 0.178], [-0.271, 0.101, 0.369], [-0.156, 0.084, -0.162], [0.154, 0.068, 0.036], [-0.088, -0.114, 0.038], [-0.094, 0.163, -0.025], [1.320, -0.546, -0.891], [-1.965, -1.453, 1.105], [-0.120, 0.903, -0.967], [0.692, 1.443, -0.165], [0.099, 0.081, 0.280], [-0.392, 0.057, -0.169], [-0.236, 0.368, -0.138], [0.197, -0.224, 0.218], [0.063, 0.423, 0.144], [0.148, -0.162, 0.149], [0.438, -0.631, 0.334], [-0.148, -0.180, 0.051], [-1.783, -1.034, -0.562], [2.757, 1.742, -0.113], [-0.154, -0.131, -0.138], [0.002, 0.314, 0.296], [-0.555, -0.811, 0.524], [-0.200, -0.092, 0.102], [0.745, -0.487, 0.428], [-0.567, 0.947, -0.967], [-0.260, -0.198, 0.242], [0.102, 0.068, -0.154], [-0.282, -0.212, 0.094], [-0.016, -0.134, -0.023], [0.407, -1.574, -0.173], [-0.175, 1.621, 0.297], [-0.162, -0.280, 0.044], [-0.043, 0.837, 0.173], [-0.069, -0.545, -0.195], [0.042, -0.080, -0.153]], "orbital_gap_ev": 9.31, "total_charge": 0, "e_tot_ev": -99262.886, "de_lowest_ev": 3.469, "homo_ev": -10.60}


# 2
{"formula": "C9H31CrNO8Y", "method": "ωB97M-V/def2-TZVPD", "symbols": ["Y", "Cr", "C", "C", "C", "C", "C", "C", "N", "O", "C", "C", "C", "H", "H", "H", "H", "H", "H", "H", "H", "H", "H", "H", "H", "H", "H", "H", "H", "H", "H", "O", "H", "O", "H", "H", "O", "H", "H", "O", "H", "H", "O", "H", "H", "O", "H", "H", "O", "H", "H"], "coordinates": [[-4.024, -1.122, -0.085], [-0.177, -1.927, 1.756], [0.283, -0.747, -2.201], [1.305, 0.259, -1.582], [1.549, 1.376, -2.687], [2.415, 2.497, -2.219], [1.648, 3.235, -1.117], [1.214, 2.241, 0.089], [0.687, 0.897, -0.370], [0.372, -0.051, 0.690], [0.018, 2.929, 0.854], [2.456, 2.089, 1.046], [2.631, -0.483, -1.309], [0.796, -1.114, -3.090], [-0.667, -0.346, -2.554], [0.079, -1.588, -1.538], [0.585, 1.715, -3.066], [1.987, 0.846, -3.533], [2.834, 3.200, -2.939], [3.302, 1.989, -1.842], [0.815, 3.822, -1.504], [2.379, 3.920, -0.688], [-0.890, 2.792, 0.267], [0.204, 4.002, 0.821], [-0.176, 2.739, 1.909], [3.435, 1.965, 0.582], [2.385, 1.334, 1.829], [2.577, 3.019, 1.601], [3.296, -0.407, -2.169], [2.368, -1.484, -0.965], [3.298, 0.035, -0.619], [-1.896, -1.895, 0.740], [-1.941, -2.848, 0.952], [0.597, -3.219, 0.320], [0.484, -3.478, -0.594], [1.312, -3.771, 0.639], [-3.755, -0.173, 2.077], [-4.052, -0.905, 2.618], [-3.550, 0.521, 2.704], [-2.448, 0.626, -0.415], [-1.501, 0.634, -0.280], [-2.659, 1.517, -0.692], [-1.078, -3.587, 2.660], [-1.951, -3.609, 3.053], [-0.898, -4.497, 2.425], [-1.072, -0.782, 3.249], [-1.066, -0.969, 4.187], [-1.699, -0.065, 3.152], [-3.895, -3.341, -0.605], [-4.309, -4.061, -0.129], [-3.606, -3.732, -1.429]], "atomic_forces_ev_per_a": [[4.240, 0.824, 0.853], [2.270, 2.836, -1.070], [1.053, 0.182, -0.060], [-0.527, 0.878, -0.269], [-0.735, -1.179, -0.395], [-0.081, -0.187, 0.890], [0.770, -1.412, 0.940], [0.223, -0.068, 1.145], [-0.467, -0.889, -0.407], [-0.084, 0.521, -0.312], [0.837, 0.566, -0.705], [-0.246, 0.592, 0.187], [-0.071, 0.845, 0.166], [-0.149, -0.332, -0.074], [0.031, 0.469, 0.200], [0.041, 0.046, 0.115], [-0.226, 0.227, 0.158], [0.148, -0.080, -0.023], [-0.576, -0.146, -0.407], [0.258, 0.348, 0.518], [-0.126, -0.246, -0.051], [-0.395, 0.248, 0.398], [-0.171, -0.085, -0.017], [0.030, 0.116, 0.011], [0.325, -0.678, -0.071], [-0.251, -0.183, -0.522], [-0.458, -0.266, -0.299], [-0.193, 0.238, -0.046], [-0.464, -0.902, -0.538], [0.688, -0.074, -0.101], [-0.588, -0.129, 0.736], [-4.024, -0.169, -1.444], [-0.531, 0.394, -0.698], [0.112, -0.418, 0.741], [-0.200, 0.327, -0.524], [0.657, -0.289, 0.076], [-0.671, -0.648, -0.689], [-0.140, -0.308, 0.799], [-0.239, 0.971, -0.029], [-2.500, -0.881, -0.082], [2.217, -0.467, 0.386], [-0.097, 0.648, -0.276], [0.034, -0.306, 0.097], [-0.239, 0.166, 0.513], [0.455, -0.590, 0.029], [-0.172, -0.254, 0.429], [0.421, -0.119, 0.603], [0.442, 0.298, -0.489], [-0.528, 0.402, 0.052], [-0.430, -0.596, 0.353], [0.328, -0.239, -0.797]], "orbital_gap_ev": [2.71, 2.70], "s_squared": 6.010, "total_charge": 3, "e_tot_ev": -57142.022, "multiplicity": 5, "homo_ev": [-14.44, -14.46]}


# 3
{"formula": "C9H31NO7", "method": "ωB97M-V/def2-TZVPD", "symbols": ["C", "C", "C", "C", "C", "C", "C", "C", "C", "N", "O", "H", "H", "H", "H", "H", "H", "H", "H", "H", "H", "H", "H", "H", "H", "H", "H", "H", "H", "H", "O", "H", "H", "O", "H", "H", "O", "H", "H", "O", "H", "H", "O", "H", "H", "O", "H", "H"], "coordinates": [[-1.051, 2.070, -0.726], [0.349, 2.352, -0.165], [1.143, 2.772, -1.462], [0.391, 3.556, 0.772], [-0.072, 3.234, 2.172], [0.735, 2.052, 2.865], [0.769, 0.806, 1.902], [1.912, -0.161, 2.435], [-0.675, 0.072, 1.996], [1.074, 1.168, 0.458], [1.263, 0.097, -0.346], [-1.439, 2.916, -1.293], [-1.209, 1.118, -1.233], [-1.822, 2.089, 0.044], [0.587, 3.563, -1.965], [2.122, 3.101, -1.113], [1.249, 2.038, -2.261], [1.331, 4.104, 0.706], [-0.234, 4.373, 0.411], [0.063, 4.058, 2.873], [-1.096, 2.867, 2.107], [0.243, 1.792, 3.802], [1.770, 2.341, 3.045], [2.325, 0.200, 3.377], [2.769, -0.262, 1.768], [1.659, -1.200, 2.646], [-0.904, -0.160, 3.036], [-0.575, -0.929, 1.576], [-1.519, 0.546, 1.496], [2.181, 0.050, -0.622], [-0.835, -4.053, 1.675], [-0.032, -3.814, 1.214], [-1.534, -3.632, 1.175], [-0.603, -2.084, -1.539], [-0.286, -2.202, -0.643], [-0.075, -1.367, -1.888], [-1.547, -4.355, -2.564], [-1.285, -3.442, -2.451], [-0.813, -4.760, -3.026], [2.258, -3.876, -2.176], [2.853, -4.068, -2.900], [1.703, -3.167, -2.503], [-1.840, -0.761, -4.376], [-1.238, -0.741, -5.120], [-1.552, -1.511, -3.855], [-2.656, -2.563, 0.400], [-2.661, -2.346, -0.532], [-3.193, -1.883, 0.808]], "atomic_forces_ev_per_a": [[-1.432, 0.191, 1.414], [0.864, -1.053, -2.332], [0.016, -0.023, 0.841], [-0.139, 0.473, 0.154], [1.242, -1.580, 1.266], [-0.340, 0.375, -2.687], [-1.125, -1.306, 0.036], [-0.217, 0.145, -0.108], [1.705, -0.484, 0.083], [0.209, 3.586, 2.707], [-1.082, -1.800, -1.186], [0.550, -0.113, -0.689], [0.467, 0.148, -0.284], [0.059, -0.378, 0.577], [0.214, 0.393, 0.325], [0.146, 0.151, -0.431], [-0.006, -0.532, 0.440], [0.661, -0.709, 0.426], [-0.673, -0.330, -0.446], [-0.595, 0.334, -0.302], [-0.238, 0.458, 0.278], [0.163, -0.177, -0.067], [-0.028, 0.229, 0.111], [-0.117, 0.242, 0.021], [-0.111, 0.433, -0.286], [-0.709, 0.038, -0.175], [-0.123, 0.394, 0.155], [0.027, -0.013, -0.371], [0.289, 0.332, 0.170], [0.297, 0.410, 0.257], [0.559, -0.342, 0.500], [0.267, -0.130, -0.027], [-0.483, 0.211, -0.213], [0.030, 0.201, -0.490], [0.037, -0.026, 0.410], [0.118, 0.560, 0.120], [-0.479, -0.454, -0.365], [0.236, 0.210, 0.332], [0.158, -0.229, -0.025], [-0.014, -0.047, 0.182], [0.217, -0.113, -0.156], [-0.256, 0.154, -0.012], [-0.035, 0.232, 0.120], [0.094, 0.036, -0.258], [-0.088, -0.299, 0.154], [-0.327, 0.145, -0.041], [0.103, -0.064, -0.404], [-0.112, 0.116, 0.275]], "orbital_gap_ev": 8.38, "total_charge": 0, "e_tot_ev": -25656.392, "de_lowest_ev": 1.721, "homo_ev": -8.47}